# 1
53
Properties=species:S:1:pos:R:3 method="wB97M-V/def2-TZVPD" multiplicity=5 charge=+1 energy_ev=-53833.0060 s2=6.0278 gap_ev="6.62 / 5.51"
H -2.857 -2.068 -1.062
P -2.031 0.109 -0.627
C 1.069 -2.903 0.219
C 0.895 4.289 0.350
H 3.347 0.951 -0.448
C -1.013 -2.776 1.446
H -4.300 0.773 -0.265
C -0.998 -4.169 1.618
H -3.690 -0.337 1.014
O -0.679 0.422 -4.017
H 4.311 0.903 1.075
C -0.802 3.920 -1.305
H 0.599 -1.355 -1.913
H 3.718 -0.624 0.327
H -1.253 1.212 -2.699
H 1.556 -0.050 3.781
H 0.844 -0.359 -0.801
I -1.088 0.811 3.165
H 1.597 4.907 0.906
Pd -0.060 -0.073 0.565
H 1.276 2.497 2.716
C 0.050 4.792 -0.639
H -1.800 -4.646 2.178
H -1.804 -2.158 1.872
C -3.455 0.535 0.393
C 0.867 2.919 0.634
C 1.750 2.345 1.733
C -0.813 2.562 -0.963
C -2.610 -1.211 -1.703
H -3.208 1.380 1.045
P 1.983 0.530 1.492
H 0.049 -6.015 1.210
H 2.568 -1.259 2.931
H 0.063 5.851 -0.883
H 1.882 -4.890 -0.046
C 1.071 -4.300 0.379
H -0.022 0.907 -4.518
H 1.885 -2.401 -0.297
H -1.500 4.251 -2.075
C 2.398 -0.187 3.090
H -2.690 2.064 -1.889
H 3.309 0.288 3.477
O 0.307 -1.756 -2.797
C -1.715 1.584 -1.686
N 0.019 2.108 -0.006
C 0.018 -2.183 0.751
C 0.040 -4.930 1.079
H 2.734 2.835 1.728
C 3.493 0.435 0.509
H -0.262 -0.457 -3.731
H 0.277 -2.712 -2.674
H -3.510 -0.863 -2.232
H -1.818 -1.499 -2.411

# 2
16
Properties=species:S:1:pos:R:3 method="wB97M-V/def2-TZVPD" relative_energy_kj_mol=417.4 energy_ev=-18663.2005 gap_ev="7.31 / 7.30"
S -2.563 -0.602 -0.031
H 1.410 -2.483 -0.123
C 1.776 0.366 0.085
C 0.478 -0.408 0.022
H -0.258 -2.244 -0.886
C -0.865 1.515 -0.105
C 0.410 -1.886 -0.023
N -0.730 0.065 -0.062
H -0.058 -2.296 1.031
H 2.418 -0.304 0.608
O -3.437 0.560 0.213
H 2.139 0.504 -1.043
H 1.742 1.483 0.515
H -0.075 1.988 -0.889
H -0.549 2.028 0.940
H -1.836 1.715 -0.253

# 3
148
Properties=species:S:1:pos:R:3 method="wB97M-V/def2-TZVPD" multiplicity=2 charge=-1 energy_ev=-299343.4859 s2=0.9694 gap_ev="5.51 / 5.36"
H 0.289 -1.628 4.800
H 5.672 4.040 0.348
H -6.767 -3.883 -1.182
H -6.895 -0.753 -3.227
C -2.668 -6.285 -1.739
H -5.066 -3.984 1.487
C 5.980 1.194 -3.391
H -3.161 -5.522 -1.143
C -5.106 -4.445 2.466
C -5.049 -2.814 -3.041
C 6.194 1.378 3.173
H 0.234 -1.621 -4.824
H -0.648 -8.126 -2.260
H -0.825 -6.968 -3.573
H -2.517 -6.703 2.105
C -2.026 -3.494 3.811
C -0.791 -1.628 4.950
H 4.269 5.788 -0.752
C 3.915 0.653 -0.736
H 1.231 -3.096 -4.868
C 5.106 4.503 3.649
H 0.378 -6.590 -0.108
H -3.561 3.125 -1.482
H -5.164 -3.558 -0.498
C 7.528 1.745 3.238
H -4.788 -2.127 -3.844
C 6.229 1.665 -2.106
C 3.698 3.865 -4.043
H 7.971 2.005 4.189
C -0.452 -7.097 -2.559
C -3.820 -5.648 4.213
C 2.062 0.491 3.072
H -1.024 -2.183 5.856
C 2.872 1.529 -0.374
H 4.529 5.582 -5.014
N 0.969 -1.224 0.952
Co -0.055 -0.083 0.284
C 2.595 -0.859 2.699
C -4.281 2.674 -0.801
C -7.093 -1.482 -2.444
H 0.338 -4.925 -3.629
P 5.692 0.535 -0.771
H 2.873 2.317 -2.822
C 4.270 5.126 -4.069
H -5.353 -3.678 3.198
H 0.975 -3.941 0.377
N 2.055 -0.307 -1.158
H 6.839 4.709 2.409
C -1.448 -2.246 3.760
H 3.506 3.335 -4.965
N -1.271 -3.862 -0.893
H -3.010 -7.271 -1.431
C 5.138 4.078 1.285
H -4.583 -6.424 4.239
N -1.890 -2.226 1.403
H 2.833 1.095 3.550
H 3.222 4.199 4.629
C -3.745 -5.072 2.796
B -1.569 -1.579 0.045
Se 6.402 -1.407 -1.094
H 4.586 0.762 1.891
H 1.999 -3.013 -0.716
C 5.790 4.456 2.445
H 0.625 -6.945 -2.545
C -1.486 -1.564 2.535
H -4.247 -6.947 1.846
H 5.618 4.810 4.550
H -5.666 -3.613 -3.448
H -4.096 -4.882 4.935
H 1.684 1.017 2.192
H 1.224 0.390 3.764
H -2.874 -6.097 4.511
C 3.788 3.757 1.325
C -4.136 1.192 -0.842
S -1.551 1.611 -0.195
H -1.975 -4.066 4.720
H 1.653 -1.737 -3.801
C 3.350 3.288 -2.837
C -0.107 -4.239 -2.930
C -0.601 -2.023 -2.192
C 6.832 2.901 -1.930
C -1.146 -6.156 -1.571
C 0.831 -2.310 -4.231
H 9.354 2.011 2.146
H 8.340 1.404 -0.028
H -3.346 -5.815 0.824
C 2.007 -3.654 0.165
H 6.127 1.587 -5.487
H -1.113 -0.596 5.061
C 4.490 5.808 -2.884
C -0.816 -4.690 -1.799
C 3.581 3.964 -1.643
S -1.066 0.073 2.438
C 7.161 3.668 -3.033
P 2.792 3.304 -0.137
C -0.708 -6.540 -0.156
H -1.114 -7.510 0.122
H -4.032 3.046 0.190
H -6.568 -2.625 0.044
H -7.653 -1.002 -1.644
H -4.132 -3.240 -2.644
H 7.617 4.638 -2.890
C 8.304 1.761 2.090
C -4.856 -1.038 -1.336
C 7.739 1.439 0.871
C 2.583 -2.891 1.312
H -2.948 -6.132 -2.781
N 1.730 0.866 -0.648
C -5.122 0.353 -1.284
H 4.922 6.798 -2.907
H 5.090 -2.977 3.584
C 6.319 1.958 -4.490
C 3.762 4.168 3.693
N -2.590 -3.365 1.510
N -2.772 -0.731 -0.441
H 2.046 3.575 2.548
C 3.104 3.804 2.535
H 2.600 -4.541 -0.044
C 6.903 3.201 -4.310
C 3.681 -1.376 3.373
C 3.667 -3.351 2.017
N -3.735 -1.519 -0.884
S -0.646 -0.374 -2.475
H -7.717 -2.269 -2.865
C -2.716 -3.955 2.672
H -5.289 2.981 -1.072
C 0.023 -2.888 -3.122
C 4.136 5.238 -1.674
C -6.100 -3.107 -0.812
H 5.602 1.333 4.074
C 6.384 1.134 0.797
H 7.155 3.811 -5.166
H -6.075 0.752 -1.593
C -3.445 -6.211 1.826
H 4.123 -0.791 4.172
N 3.336 -0.456 -1.220
C 4.224 -2.611 3.052
C -5.794 -2.086 -1.913
H 4.100 -4.305 1.747
C 2.000 -1.622 1.641
N -1.162 -2.548 -1.051
C -2.882 0.626 -0.466
H 5.529 0.216 -3.506
C 5.620 1.068 1.954
H -5.890 -5.200 2.477
Se 0.884 4.166 -0.031
H 7.057 3.265 -0.938
H -1.048 -5.786 0.544